Formula: C5H5MgO
Source: OMol25
Level of theory: ωB97M-V/def2-TZVPD

Computed properties:
molar mass	105.40	g/mol
ΔE to the lowest compared entry with this formula, charge and spin	0.00	kcal/mol
DFT total energy	-12736.0196	eV
LUMO energy (spin up / spin down)	-12.0 / -12.1	eV
net charge	+2
⟨S²⟩	0.763
HOMO level (spin up / spin down)	-15.754 / -16.643	eV
multiplicity	2
strongest force on any atom	6.1	eV/Å

The geometry in XYZ format:
```
12
Properties=species:S:1:pos:R:3:lowdin_spin:R:1
C -3.17 1.33 0.57 0.101
C -3.77 0.77 -0.60 0.098
H -3.80 1.68 1.39 0.009
H -2.17 1.75 0.51 0.003
H -3.22 0.76 -1.54 0.004
H -4.85 0.68 -0.67 0.009
C -3.15 -0.43 0.54 0.206
C -2.00 -1.09 0.27 0.132
H -3.96 -0.85 1.14 0.003
C -0.97 -1.77 -0.05 0.280
O -0.05 -2.54 -0.06 0.148
Mg 1.57 -3.47 -0.48 0.008
```